# 1
The following is a DFT calculation (ωB97M-V/def2-TZVPD) of a structure of composition C33H35CaCl2N4O2SbSe4 at a distorted geometry.

Results
net charge	-2
E_HOMO (spin up / spin down)	-1.63 / -1.00	eV
2S+1	1
frontier orbital gap (spin up / spin down)	5.60 / 4.09	eV
calculated total energy	-13092.06145	hartree

Each line ends with the Mulliken charge.
Positions of all 82 atoms, in Å:
Ca: 0.68181 -0.12407 0.34082  1.4387
C: 1.34930 3.65688 -3.07203  -1.0362
C: 0.19574 4.32759 -3.45945  -0.4088
C: -0.96359 4.13093 -2.73970  -1.2467
C: -0.96592 3.20950 -1.68516  0.1732
N: 0.13641 2.52262 -1.36489  0.9225
C: 1.26115 2.78800 -1.99806  -0.5896
C: -2.10740 3.02142 -0.79124  0.9536
C: -3.34729 3.65023 -0.96138  -0.7856
C: -4.32833 3.48785 -0.00417  -0.6479
C: -4.04439 2.74682 1.13702  -0.6119
C: -2.79829 2.15102 1.21795  -0.0943
N: -1.88014 2.24834 0.27678  0.6475
H: 2.28462 3.82002 -3.58591  0.4194
H: 0.21372 5.01472 -4.29464  0.3950
H: -1.84972 4.69825 -2.98080  0.2709
H: 2.13597 2.29671 -1.60304  0.8218
H: -3.54265 4.25442 -1.83416  0.3389
H: -5.30400 3.93667 -0.13869  0.3832
H: -4.77657 2.61998 1.91955  0.4211
H: -2.51266 1.55065 2.07173  -0.0681
C: -0.27022 -3.57956 3.06835  -1.6163
C: 0.53889 -2.74695 2.07862  0.9551
O: 0.00215 -1.72883 1.63281  0.0999
C: 1.84857 -3.20602 1.71174  0.2432
C: 2.33028 -4.46848 2.11303  -0.6905
C: 3.54163 -4.94862 1.69647  -0.7616
C: 4.34352 -4.16921 0.84882  -0.4861
C: 3.94118 -2.92594 0.47338  -0.6726
C: 2.69297 -2.36233 0.89745  0.2459
O: 2.39816 -1.19158 0.55928  -0.7389
H: -1.22515 -3.08819 3.24668  -0.0139
H: 0.26452 -3.66942 4.01168  0.4300
H: -0.45324 -4.57417 2.66622  0.4303
H: 1.72163 -5.09152 2.75492  0.3243
H: 3.88280 -5.92505 2.01060  0.3464
H: 5.28705 -4.56528 0.49245  0.4027
H: 4.55720 -2.30544 -0.16180  0.3094
C: 4.11697 0.56617 -1.55656  -1.1234
C: 3.08571 0.06069 -2.48284  -0.1143
N: 1.86936 -0.30851 -2.18231  0.7024
C: 1.27180 -0.68404 -3.34137  0.0257
C: 2.13871 -0.53495 -4.38199  -0.8890
N: 3.29871 -0.05789 -3.82362  0.0048
H: 3.73488 0.52672 -0.53856  -0.0840
H: 4.38846 1.59880 -1.78005  0.4227
H: 5.02363 -0.03590 -1.61429  0.3809
H: 0.26777 -1.05213 -3.33266  -0.0094
H: 2.04546 -0.70756 -5.43614  0.4209
H: 4.15939 0.14681 -4.30691  0.1876
Se: 4.83118 2.23919 1.59505  -0.6832
Sb: 2.75781 3.03948 2.70528  0.4223
Se: 2.55845 2.27646 5.05552  -0.6946
Se: 2.84617 5.52841 2.69661  -0.3888
Se: 0.62108 2.30502 1.44625  -0.3562
C: -3.08865 -2.30618 0.45219  -1.1760
C: -3.10933 -1.75458 -0.98237  3.7257
C: -3.70171 -0.33377 -0.96090  -1.8265
C: -1.70544 -1.51184 -1.46093  -2.0217
C: -3.89560 -2.69191 -1.87555  -0.4060
C: -3.35351 -3.94643 -2.15514  -0.1634
C: -4.01325 -4.85346 -2.96068  -0.8103
C: -5.23897 -4.52690 -3.52021  -0.3564
C: -5.78330 -3.28166 -3.26634  -0.7549
C: -5.12400 -2.37667 -2.45049  -0.2646
H: -2.39711 -1.71034 1.04444  -0.3792
H: -2.73246 -3.33432 0.46010  0.3885
H: -4.08467 -2.27951 0.89685  0.4680
H: -3.02829 0.30904 -0.39993  -0.2600
H: -4.68053 -0.32920 -0.48022  0.4250
H: -3.79353 0.06111 -1.97249  0.6079
H: -1.71187 -1.59118 -2.56968  0.2139
H: -2.38978 -4.20108 -1.73510  0.4078
H: -3.57353 -5.82395 -3.14964  0.3567
H: -5.76357 -5.23854 -4.14504  0.3543
H: -6.73915 -3.01283 -3.69884  0.3529
H: -5.58933 -1.41963 -2.26801  0.3579
Cl: -3.25433 -1.67629 5.06272  -0.2126
C: -2.87694 -0.37837 3.93348  -0.0248
Cl: -1.11895 -0.05477 3.85401  -0.0056
H: -3.39348 0.51375 4.28561  0.4214
H: -3.23217 -0.69625 2.95327  -0.1464

Cartesian forces, eV/Å:
Ca -1.94 0.84 -2.44
C -0.24 0.19 -0.08
C 0.28 -0.11 0.00
C -0.21 -0.13 0.28
C 0.96 0.10 -0.69
N -0.69 -0.03 -0.46
C 0.19 0.08 -0.21
C -0.94 -0.33 0.85
C 0.31 -0.07 -0.16
C 0.00 -0.11 0.25
C -0.05 0.13 -0.30
C -0.21 -0.02 0.15
N -0.06 0.19 -0.51
H 0.11 -0.02 0.02
H -0.01 0.06 -0.03
H -0.07 0.02 -0.03
H 0.15 -0.08 0.00
H -0.03 0.02 -0.08
H -0.01 0.06 0.00
H -0.04 -0.03 0.09
H 0.02 -0.01 0.10
C -0.05 0.31 -0.21
C -0.71 -0.37 0.52
O 0.03 -0.86 0.60
C 0.63 0.30 -0.42
C -0.10 0.07 -0.04
C 0.05 -0.36 0.15
C -0.06 0.02 0.01
C 0.02 0.16 -0.10
C 0.38 -1.10 0.39
O 1.33 -0.31 0.14
H 0.07 0.00 -0.05
H 0.05 -0.07 0.07
H 0.01 -0.10 0.01
H -0.05 0.01 0.01
H -0.03 -0.08 0.04
H 0.06 0.02 0.01
H 0.03 0.08 -0.04
C -0.01 0.06 0.16
C 0.42 0.02 -0.27
N -0.02 0.23 0.81
C -0.16 -0.15 -0.65
C -0.28 -0.11 -0.13
N 0.19 0.08 0.10
H 0.19 0.04 0.01
H 0.01 0.06 0.06
H 0.08 -0.06 0.08
H -0.33 -0.05 -0.04
H -0.06 -0.08 -0.12
H -0.19 -0.02 0.17
Se -0.48 0.53 0.19
Sb -0.36 -2.02 0.06
Se 0.06 0.50 -0.48
Se 0.03 0.39 0.02
Se 1.54 1.88 1.78
C -0.15 0.14 -0.20
C -0.04 0.58 0.09
C -0.29 -0.35 0.20
C 1.42 -0.09 -0.19
C 0.04 0.16 0.15
C 0.00 -0.18 0.01
C 0.07 -0.07 0.05
C -0.16 -0.09 -0.15
C -0.16 -0.11 -0.12
C 0.04 0.02 0.04
H 0.07 0.04 0.04
H 0.08 -0.10 0.05
H -0.22 -0.06 0.15
H -0.09 -0.15 -0.11
H -0.38 0.17 0.11
H 0.01 0.06 -0.05
H -0.04 0.06 0.05
H 0.08 0.06 0.05
H 0.05 -0.07 -0.03
H -0.02 -0.02 -0.05
H -0.06 0.02 -0.04
H 0.05 0.11 0.07
Cl -0.17 -0.37 0.34
C 0.58 0.27 -0.28
Cl -0.88 0.14 0.25
H 0.18 -0.08 -0.12
H 0.15 0.12 0.09


# 2
The following is a DFT calculation (ωB97M-V/def2-TZVPD) of a cluster of 3 separate species, C26H53ClIN4O10S in total at a distorted geometry.

Results
net charge	+1
E_HOMO	-10.92	eV
2S+1	1
frontier orbital gap	7.48	eV
calculated total energy	-3149.44000	hartree

Each line ends with the Mulliken charge.
Positions of all 96 atoms, in Å:
C: 2.17164 -1.47631 -0.01194  -1.5114
S: 1.03868 -0.13021 0.25645  2.0145
O: 0.40332 -0.36674 1.52896  -0.6236
O: 1.79453 1.08601 0.18589  -0.5699
C: -0.44080 0.03748 -0.84788  -0.6300
N: -1.18082 1.07814 -0.13358  -0.3059
N: -1.35270 -1.14493 -0.80869  0.8239
C: -0.76458 -2.52294 -0.98186  -0.7109
C: -1.76926 -3.65766 -1.04739  -0.7846
C: -0.94659 -4.94480 -1.24830  -1.0469
C: -0.66463 -5.20874 -2.73699  -0.3452
N: 0.76242 -5.55461 -2.96433  -0.6497
C: -2.49278 -0.74029 -1.73420  -1.2420
C: -3.74848 -0.46294 -0.94615  -1.1877
O: -4.16637 -1.71727 -0.39557  -0.2321
N: -4.99664 -1.45538 0.81064  0.1240
O: -4.48224 -1.87297 1.74627  -0.1883
C: -1.98775 0.43550 -2.59648  -1.0164
C: -2.43111 0.24295 -4.06072  -1.2701
C: -3.90084 0.59945 -4.21260  0.1114
C: -4.30139 1.42169 -5.36273  -0.7662
O: -4.22673 1.94842 -4.03652  -0.4614
C: -0.41674 0.46809 -2.34395  1.6083
C: 0.13506 -0.54171 -3.38207  -2.2933
C: 1.58106 -1.05262 -3.27976  -1.1445
C: 2.66520 -0.03959 -2.93971  -0.0792
Cl: 3.30071 0.74221 -4.40360  -0.1652
C: 0.03032 1.90437 -2.80814  -0.5857
C: 0.39385 3.00192 -1.82779  -0.3469
O: -0.36883 3.59219 -1.17144  -0.4199
I: 2.45713 3.65911 -1.80473  0.0230
H: 3.10821 -1.04271 -0.34143  0.3398
H: 2.33520 -1.88658 0.98112  0.6197
H: 1.84039 -2.26716 -0.67043  0.4018
H: -0.55608 1.77694 0.26153  0.3577
H: -1.63261 0.68911 0.68955  0.1987
H: -1.82371 -1.24775 0.09619  1.1378
H: -0.17052 -2.69398 -0.08903  0.8563
H: -0.10694 -2.57202 -1.84079  -0.2894
H: -2.33500 -3.69216 -0.12177  0.4258
H: -2.44126 -3.56672 -1.89464  0.3362
H: -1.54903 -5.76234 -0.86371  0.4498
H: -0.01168 -4.89743 -0.69967  0.3877
H: -0.88170 -4.30684 -3.31510  0.2020
H: -1.32110 -5.98334 -3.11825  0.4467
H: 0.82098 -6.43360 -3.46345  0.2564
H: 1.16337 -4.87977 -3.60268  0.1950
H: -2.77267 -1.54937 -2.40394  0.6778
H: -3.58992 0.25369 -0.14075  0.4150
H: -4.52512 -0.06044 -1.59229  0.5149
H: -2.46882 1.36203 -2.30581  1.0745
H: -1.89437 0.90913 -4.73114  0.7055
H: -2.32328 -0.77680 -4.42701  0.2636
H: -4.62169 -0.14507 -3.87921  0.5521
H: -5.31534 1.22723 -5.68029  0.3263
H: -3.54459 1.80971 -6.02363  0.3175
H: -0.50584 -1.41899 -3.39851  0.6878
H: 0.06186 -0.06334 -4.35090  0.8753
H: 1.83493 -1.42889 -4.26880  0.9167
H: 1.69523 -1.91562 -2.62645  -0.1690
H: 2.36441 0.74683 -2.25486  -0.2523
H: 3.50646 -0.54695 -2.48081  0.4065
H: 0.85561 1.81945 -3.50736  0.8839
H: -0.79118 2.31637 -3.38922  0.3431
C: 6.15339 1.20333 5.26801  -0.6871
O: 6.40308 1.63579 3.94080  -0.3791
C: 6.45407 0.58448 2.99643  -0.7987
C: 5.14565 0.41995 2.25231  -0.1836
O: 4.07740 0.03663 3.10502  -0.3677
C: 3.27124 1.13078 3.51739  -0.5531
H: 5.82293 2.06895 5.83923  0.2492
H: 5.37629 0.43727 5.30897  0.2797
H: 7.06963 0.81155 5.72126  0.3309
H: 6.73807 -0.35558 3.48016  0.3687
H: 7.23350 0.83868 2.27173  0.3992
H: 5.26941 -0.37794 1.51074  0.3172
H: 4.89427 1.34216 1.71802  0.3115
H: 2.57861 1.40557 2.71540  0.0857
H: 3.86597 2.00418 3.78969  0.4152
H: 2.69604 0.81597 4.38721  0.2490
C: -0.86148 4.39687 4.95406  -0.6488
O: -1.82261 3.63184 5.66135  -0.3828
C: -3.03441 3.44003 4.95537  -0.5241
C: -3.08673 2.09456 4.26469  -0.6022
O: -2.09147 1.96666 3.25694  -0.2418
C: -0.92766 1.27792 3.69280  -0.6816
H: 0.10688 4.22041 5.41959  0.2413
H: -0.80340 4.11000 3.90164  0.2260
H: -1.09515 5.46410 5.02304  0.3333
H: -3.19048 4.24657 4.23200  0.3250
H: -3.84584 3.48323 5.68747  0.3780
H: -4.05961 1.99168 3.77433  0.3627
H: -2.99070 1.28765 4.99752  0.3664
H: -1.10086 0.19683 3.68284  0.3547
H: -0.61548 1.58123 4.69364  0.6189
H: -0.12945 1.50825 2.99275  -0.1513

Cartesian forces, eV/Å:
C 0.30 -0.14 0.01
S 0.66 -0.27 1.62
O -0.37 -0.89 -0.24
O -0.19 0.22 -0.90
C -0.16 1.49 0.16
N 0.11 -0.41 0.30
N -0.89 -0.69 -0.23
C 0.09 -0.38 -0.03
C 0.50 -0.09 0.07
C -0.85 0.04 -0.34
C 0.99 0.29 0.10
N -0.52 -0.03 -0.28
C -0.51 0.41 -0.90
C -0.54 -0.06 0.35
O 0.61 -0.04 0.18
N -0.19 0.34 0.13
O -0.05 -0.27 -0.06
C 0.09 -0.74 -0.26
C -0.67 0.25 0.33
C 0.83 -0.47 -0.81
C -0.35 -0.50 0.75
O -0.22 0.35 0.44
C -1.18 0.12 -1.16
C 0.95 -0.17 0.72
C 0.11 0.20 -0.26
C 0.18 -0.22 0.11
Cl -0.09 0.22 -0.12
C 0.71 -0.35 0.14
C 0.98 -0.30 -0.58
O -1.15 0.68 0.94
I -0.01 -0.04 -0.19
H 0.02 0.08 -0.22
H -0.12 0.04 0.19
H -0.08 0.07 -0.07
H -0.07 0.29 -0.37
H 0.14 0.03 0.17
H 0.40 0.38 0.30
H 0.10 0.14 0.10
H 0.00 0.31 -0.12
H -0.23 -0.01 0.01
H -0.30 0.13 0.06
H 0.17 -0.18 0.25
H 0.14 -0.14 0.09
H -0.19 0.10 -0.04
H -0.10 -0.12 -0.02
H 0.12 -0.11 0.16
H 0.13 0.02 0.02
H 0.51 -0.44 0.18
H 0.14 0.17 -0.05
H 0.05 0.12 -0.22
H 0.29 0.19 0.50
H 0.24 0.06 0.02
H 0.26 -0.09 0.01
H -0.08 0.15 0.23
H -0.01 0.43 -0.53
H -0.09 -0.02 -0.35
H -0.14 -0.07 -0.25
H -0.26 0.08 -0.13
H -0.01 -0.22 -0.06
H -0.20 0.04 0.19
H -0.07 0.07 0.03
H 0.16 -0.04 -0.05
H 0.17 -0.14 0.03
H -0.17 0.12 0.04
C 0.08 0.02 0.03
O -0.18 -0.03 -0.01
C 0.14 0.16 0.01
C -0.08 -0.16 -0.03
O 0.01 0.06 0.00
C -0.14 0.00 -0.05
H 0.04 0.03 -0.01
H 0.00 -0.01 -0.02
H -0.03 -0.04 0.01
H -0.04 -0.03 0.00
H 0.00 -0.04 -0.01
H 0.03 0.02 -0.01
H 0.01 0.03 0.02
H -0.01 0.09 0.02
H 0.07 -0.04 -0.01
H 0.01 -0.08 -0.02
C 0.00 0.07 0.06
O 0.06 -0.13 -0.13
C 0.02 0.06 0.21
C -0.10 0.01 -0.16
O 0.07 -0.06 -0.06
C -0.05 0.02 0.06
H -0.02 0.01 0.05
H -0.02 -0.01 0.00
H 0.01 0.00 -0.05
H 0.00 -0.02 -0.04
H -0.03 0.01 -0.03
H -0.01 0.00 0.03
H 0.03 0.01 0.03
H 0.06 -0.01 0.05
H -0.09 0.06 0.01
H 0.03 -0.01 -0.01


# 3
The following is a DFT calculation (ωB97M-V/def2-TZVPD) of the ion C6H8N5 with charge +1 at a distorted geometry.

Results
net charge	+1
E_HOMO (spin up / spin down)	-9.60 / -14.21	eV
2S+1	3
frontier orbital gap (spin up / spin down)	5.58 / 7.88	eV
calculated total energy	-506.68579	hartree

Each line ends with the Löwdin spin population.
Positions of all 19 atoms, in Å:
C: -2.52990 1.87732 0.35385  0.4534
C: -1.78031 -1.73820 0.62972  0.1119
C: -0.15050 1.87138 0.88564  0.1998
C: -2.71975 0.55955 0.39028  0.4882
C: 0.53585 -0.57323 0.06675  0.0226
C: 2.56208 -0.75552 -1.41030  0.0071
N: -1.31297 2.28946 0.71597  0.1002
N: -0.51752 -1.82636 0.45156  0.1594
N: -2.47293 -0.59840 0.34387  0.3305
N: 0.60905 0.66415 0.54344  0.0305
N: 1.48239 -1.11974 -0.65604  0.0489
H: -3.40916 2.56855 0.41056  0.0267
H: -2.26394 -2.64196 0.90458  0.0039
H: 0.49580 2.66638 1.32375  0.0083
H: 3.27474 0.17648 -1.02048  0.0026
H: 3.17777 -1.66287 -1.44080  0.0003
H: 2.17075 -0.51088 -2.47305  0.0042
H: 1.51196 0.92912 0.56611  0.0000
H: 1.33659 -2.17523 -0.58539  0.0018

Cartesian forces, eV/Å:
C 0.10 2.30 1.37
C 0.96 2.77 -0.57
C 0.93 0.29 0.23
C -2.27 -1.55 -1.63
C -3.55 -3.43 0.36
C 3.59 3.22 -2.47
N -0.71 1.79 0.31
N 4.16 1.89 -1.35
N -0.29 -3.37 1.04
N -3.22 0.42 -0.02
N -3.57 -3.30 3.17
H 1.24 -0.28 -0.76
H -0.73 -0.45 0.45
H 0.28 -1.29 -0.22
H -2.11 -2.41 -0.83
H 0.25 0.65 -0.36
H 1.04 -0.23 1.55
H 3.95 1.27 0.05
H -0.04 1.72 -0.31


# 4
The following is a DFT calculation (ωB97M-V/def2-TZVPD) of a structure of composition C2H2BrClOS at a distorted geometry.

Results
E_HOMO	-9.16	eV
2S+1	1
frontier orbital gap	8.06	eV
calculated total energy	-3584.92060	hartree

Each line ends with the natural charge from an NBO analysis.
Positions of all 8 atoms, in Å:
C: 0.76835 1.27633 2.07131  0.4149
C: -1.74521 1.46296 0.48729  -0.4212
O: 1.54187 1.95971 2.54259  -0.4641
S: -1.50328 0.56950 -0.92227  0.2014
Cl: 0.03239 -0.12026 2.85416  -0.0871
Br: -1.84825 3.33118 0.21980  0.0966
H: 0.19949 1.46382 1.05288  0.1385
H: -1.69692 -0.55854 -0.36275  0.1210

Cartesian forces, eV/Å:
C -4.25 -1.53 -3.53
C -0.57 -0.12 0.08
O 3.28 2.42 1.90
S 0.01 2.41 -1.15
Cl 0.08 -0.46 0.23
Br 0.17 -0.26 -0.35
H 1.38 -0.52 1.77
H -0.10 -1.95 1.05


# 5
The following is a DFT calculation (ωB97M-V/def2-TZVPD) of an isolated molecule of C5H8.

Results
E_HOMO	-9.57	eV
2S+1	1
frontier orbital gap	10.86	eV
calculated total energy	-195.25522	hartree

Each line ends with the natural charge from an NBO analysis.
Positions of all 13 atoms, in Å:
C: 1.38901 -0.94869 1.02794  -0.4064
C: 1.08592 -0.03904 0.10819  -0.1632
C: 0.07543 1.04938 0.31331  -0.4884
C: -1.17992 0.66531 -0.44161  -0.1666
C: -1.35820 -0.52570 -1.01481  -0.4088
H: 1.96970 -1.83442 0.79199  0.1999
H: 1.02706 -0.85142 2.04924  0.1908
H: 1.41732 -0.16397 -0.92443  0.2003
H: -0.08007 1.24823 1.38324  0.2201
H: 0.40594 1.99935 -0.12781  0.2202
H: -1.90013 1.46539 -0.61552  0.1991
H: -2.16534 -0.69991 -1.71275  0.1996
H: -0.68673 -1.36450 -0.83697  0.2033

Cartesian forces, eV/Å:
C 0.04 0.16 -0.09
C 0.04 -0.21 0.20
C 0.07 -0.01 -0.04
C -0.01 -0.17 -0.25
C -0.05 0.22 0.08
H 0.13 0.19 0.05
H -0.02 -0.05 -0.13
H 0.09 0.00 0.25
H -0.16 -0.14 -0.22
H 0.11 -0.12 0.10
H 0.10 -0.15 -0.03
H -0.25 -0.01 0.21
H -0.09 0.30 -0.13


# 6
The following is a DFT calculation (ωB97M-V/def2-TZVPD) of an isolated molecule of C3H7NO3 at a distorted geometry.

Results
E_HOMO	-10.16	eV
2S+1	1
frontier orbital gap	10.74	eV
calculated total energy	-398.97105	hartree

Each line ends with the natural charge from an NBO analysis.
Positions of all 14 atoms, in Å:
O: 2.47516 0.57577 -0.54696  -0.5745
C: 1.33020 0.36263 -0.28912  0.8832
O: 0.43194 1.41989 -0.11998  -0.7158
N: 0.65880 -0.84002 -0.19105  -0.6799
C: -0.73134 -1.06702 -0.58474  -0.2442
C: -2.01437 -0.71847 0.32554  -0.0723
O: -1.73276 0.24746 1.33102  -0.7052
H: 0.95572 2.17445 -0.42498  0.4964
H: 0.91069 -1.33887 0.64990  0.3978
H: -0.88958 -0.56527 -1.53225  0.2075
H: -0.72847 -2.14787 -0.65597  0.2071
H: -2.41184 -1.61084 0.82548  0.1611
H: -2.72127 -0.37277 -0.43666  0.1714
H: -0.77775 0.28190 1.34503  0.4673

Cartesian forces, eV/Å:
O 0.42 -0.50 0.33
C -1.80 1.52 -0.27
O 1.06 -0.62 -0.66
N -0.05 -0.17 1.20
C -0.72 -0.10 0.73
C 1.49 0.03 -0.26
O -0.52 -0.37 -0.53
H -0.23 0.32 0.17
H 0.47 -0.38 -0.28
H 0.15 -0.27 -0.22
H -0.42 -0.18 -0.74
H 0.12 -0.01 -0.31
H -0.28 0.23 0.59
H 0.30 0.51 0.25